# 1
106
Properties=species:S:1:pos:R:3:mulliken_spin:R:1 method="wB97M-V/def2-TZVPD" e_tot_ha=-6006.5548 homo_lumo_gap_ev=7.396 relative_energy_kcal_mol=15.4 homo_ev=-8.2796 charge=0 multiplicity=2 lumo_ev=-0.88
Cd 16.12812 12.80984 20.02370 0.0000
C 5.79646 16.92848 28.53038 0.0000
O 6.60851 17.73725 27.68003 0.0000
C 7.66468 17.21303 27.01799 0.0000
C 8.03974 17.79909 25.79230 0.0000
C 9.07150 17.28402 25.02944 0.0000
C 9.79157 16.14759 25.39789 0.0000
C 9.41856 15.58938 26.59834 0.0000
C 8.39060 16.08384 27.39564 0.0000
C 10.81969 15.44677 24.56339 0.0000
N 11.00869 15.85173 23.35429 0.0000
C 12.11760 15.11516 22.94619 0.0000
C 12.55220 14.23518 23.95154 0.0000
N 11.71397 14.45604 25.01232 0.0000
C 13.62256 13.37765 23.78040 0.0000
C 14.00464 12.34271 24.67248 0.0000
C 15.03492 11.44724 24.34945 0.0000
C 15.61348 11.66819 23.14457 0.0000
N 15.36625 12.61083 22.24275 0.0000
C 14.29424 13.40825 22.48764 0.0000
C 13.79848 14.26999 21.45926 0.0000
N 14.44423 14.22122 20.24298 0.0000
C 14.01573 14.97299 19.29335 0.0000
C 12.88404 15.83488 19.40671 0.0000
C 12.22950 15.96025 20.60095 0.0000
C 12.70986 15.19099 21.64226 0.0000
H 4.98555 17.55309 28.72153 0.0000
H 6.37351 16.69644 29.41450 0.0000
H 5.47923 16.07702 27.96030 0.0000
H 7.54319 18.71420 25.46682 0.0000
H 9.34639 17.69247 24.05002 0.0000
H 9.90086 14.83261 27.17335 0.0000
H 8.26008 15.68977 28.43065 0.0000
H 11.84131 13.93847 25.85689 0.0000
H 13.53181 12.21978 25.59191 0.0000
H 15.29557 10.69737 25.03863 0.0000
H 16.43638 11.03474 22.97798 0.0000
H 14.56713 14.86938 18.39861 0.0000
H 12.62198 16.35763 18.50306 0.0000
H 11.43707 16.71300 20.73658 0.0000
C 8.06427 9.87076 10.86014 0.8815
C 16.10154 8.03768 28.47017 0.0000
O 16.72923 8.80971 27.89632 0.0000
O 15.44069 7.26795 29.01933 0.0000
H 7.31684 9.21972 11.33515 0.0294
H 8.89200 10.31000 11.41488 0.0568
H 8.12268 10.08692 9.82126 0.0313
C 15.76045 7.23660 19.19853 0.0000
N 15.40174 8.55616 19.55027 0.0000
C 14.13272 8.94670 20.03911 0.0000
C 14.16097 10.45250 19.92454 0.0000
O 13.28750 11.20547 20.29408 0.0000
N 15.39095 10.83537 19.48813 0.0000
C 16.07495 9.71464 19.23108 0.0000
N 17.27718 9.58403 18.61190 0.0000
H 15.65370 6.61276 20.06575 0.0000
H 16.73866 7.12627 18.77866 0.0000
H 15.08416 6.83270 18.42155 0.0000
H 13.96953 8.64392 21.10955 0.0000
H 13.27832 8.48056 19.49461 0.0000
H 17.65527 10.40694 18.11591 0.0000
H 17.74313 8.74170 18.54630 0.0000
C 11.14509 15.27554 14.36442 0.0000
C 11.75708 13.88415 14.66535 -0.0011
C 11.57021 12.70407 13.97758 -0.0005
C 12.36699 11.60261 14.28592 0.0002
C 13.23860 11.62654 15.34543 -0.0002
C 13.26949 12.72483 16.18849 0.0000
C 12.51979 13.86503 15.84495 0.0001
S 14.46632 10.39122 15.60746 0.0001
O 14.55331 9.68165 14.36330 -0.0001
O 14.19293 9.66089 16.78281 0.0000
N 15.91850 11.13875 15.90632 0.0000
C 16.37208 12.29958 15.09074 0.0000
C 17.67381 12.83106 15.82926 0.0000
C 17.35544 12.78405 17.29694 0.0000
O 18.10404 12.11406 18.12603 0.0000
O 16.36587 13.43647 17.73723 0.0000
H 10.62460 15.60440 15.23685 0.0000
H 10.46550 15.13817 13.49196 0.0000
H 11.91978 16.00431 13.95612 0.0000
H 10.88963 12.61500 13.15942 0.0018
H 12.37018 10.71433 13.56799 0.0006
H 13.92084 12.73396 17.12212 0.0000
H 12.58158 14.77197 16.43223 0.0000
H 15.88521 11.35336 16.90948 0.0000
H 15.54942 13.09692 15.09869 0.0000
H 16.56522 12.04675 13.98124 0.0000
H 17.85788 13.85446 15.64601 0.0000
H 18.55069 12.20364 15.62060 0.0000
F 19.25828 8.91646 22.25284 0.0000
As 19.40261 10.15683 23.47093 0.0000
F 18.63895 11.17133 22.31333 0.0000
F 19.38555 11.44643 24.54295 0.0000
F 17.82240 9.66146 24.06786 0.0000
F 20.04890 9.04360 24.62054 0.0000
F 20.99920 10.66220 22.91711 0.0000
C 20.84856 11.84176 19.63920 0.0000
C 20.66749 12.80542 20.80888 0.0000
C 19.24251 13.33763 20.75682 0.0000
N 18.17753 13.73353 20.50206 0.0000
H 21.54012 11.04699 19.95877 0.0000
H 21.22477 12.35904 18.75865 0.0000
H 19.90909 11.26090 19.46733 0.0000
H 21.28048 13.68278 20.87413 0.0000
H 20.78819 12.24739 21.73261 0.0000

=====

# 2
93
Properties=species:S:1:pos:R:3:mulliken_spin:R:1 method="wB97M-V/def2-TZVPD" e_tot_ha=-4461.7360 homo_lumo_gap_ev="7.903 / 5.048" relative_energy_kcal_mol=0.0 homo_ev="-13.2913 / -13.4493" charge=+2 multiplicity=2 lumo_ev="-5.39 / -8.40"
In -0.34999 -0.25153 -0.42397 0.3298
N 0.11139 0.07778 1.93963 0.0485
C 1.45991 -0.25561 2.27487 0.0014
C 1.86571 -0.62697 3.52554 0.0131
C 3.23253 -0.86545 3.78943 -0.0004
C 4.17128 -0.70001 2.81116 0.0037
C 3.77314 -0.35113 1.50003 0.0120
C 4.68279 -0.14924 0.43496 0.0111
C 4.21698 0.18122 -0.80436 -0.0003
C 2.82897 0.23629 -1.01012 0.0087
N 1.95156 0.05941 -0.04351 0.0578
C 2.40627 -0.17969 1.22271 -0.0210
H -0.54116 -0.12193 2.68921 -0.0025
H 0.05252 1.07943 1.73478 -0.0007
H 1.14655 -0.68274 4.33491 -0.0003
H 3.53334 -1.13414 4.79297 0.0001
H 5.22440 -0.82859 3.02644 -0.0006
H 5.74544 -0.25405 0.61898 -0.0003
H 4.88527 0.35792 -1.63483 -0.0003
H 2.43153 0.42602 -2.00015 0.0059
C 0.01855 -1.27065 -4.53613 0.0166
C -0.06668 0.07879 -3.91933 0.0082
N -0.11993 0.42500 -2.63372 -0.0105
C -0.14025 1.81946 -2.60929 0.0208
C -0.10680 2.29528 -3.88144 0.0035
N -0.06664 1.18540 -4.67631 0.0005
C -0.11248 3.62864 -4.57078 0.0009
O -0.11505 4.70281 -3.82105 0.0001
O -0.11267 3.62377 -5.77354 0.0007
C -0.16623 2.58079 -1.33527 -0.0027
O -0.12916 3.79772 -1.33275 -0.0001
O -0.22178 1.83373 -0.28182 0.0023
H 0.21257 -2.03976 -3.79768 -0.0055
H 0.81809 -1.29060 -5.27720 0.0001
H -0.91341 -1.51565 -5.04883 -0.0002
H -0.03310 1.25572 -5.68739 -0.0002
H -0.12124 4.47366 -2.85414 -0.0002
C -0.58647 -3.24644 1.73622 0.0634
Ge 0.29157 -3.04141 0.00333 0.3079
C -0.50081 -4.09061 -1.42426 -0.0353
C -1.32870 -3.63666 -2.44467 -0.0361
C -1.80691 -4.51414 -3.40877 -0.0006
C -1.46975 -5.85919 -3.35325 0.0011
C -0.64751 -6.32728 -2.33732 0.0060
C -0.16128 -5.44754 -1.38085 0.0182
C 2.18028 -3.28107 0.15473 0.0776
C 2.65683 -3.72606 1.37383 0.0440
C 4.00428 -4.09199 1.54279 -0.0081
C 4.87540 -3.97108 0.49578 0.0540
C 4.44025 -3.49792 -0.76802 -0.0146
C 5.34538 -3.35858 -1.84811 0.0100
C 4.91600 -2.91272 -3.06701 -0.0049
C 3.55636 -2.59121 -3.25649 0.0179
C 2.66669 -2.70618 -2.22355 -0.0039
C 3.07890 -3.15932 -0.95071 -0.0851
H -0.75136 -4.31195 1.91049 0.0092
H -1.54814 -2.73810 1.79510 0.0013
H 0.04924 -2.84849 2.52447 0.0030
H -1.62714 -2.59609 -2.49372 0.0111
H -2.45030 -4.15030 -4.20030 -0.0001
H -1.84681 -6.54321 -4.10183 0.0000
H -0.37854 -7.37427 -2.29200 -0.0003
H 0.49911 -5.83020 -0.60899 -0.0001
H 1.99424 -3.82277 2.22440 0.0003
H 4.34276 -4.46658 2.49959 0.0014
H 5.91754 -4.24263 0.61894 -0.0003
H 6.38433 -3.62572 -1.69700 0.0001
H 5.61182 -2.82053 -3.88996 0.0000
H 3.21974 -2.25680 -4.23001 -0.0004
H 1.62549 -2.44397 -2.37966 0.0074
C -5.40417 -2.47345 -1.59868 -0.0002
C -4.27420 -3.16069 -0.86776 -0.0012
N -3.26115 -2.15842 -0.54510 -0.0003
C -3.51234 -0.86509 -0.23550 0.0151
N -2.49367 -0.10921 0.20568 0.0517
C -2.88149 1.21443 0.75802 0.0073
C -3.97345 1.85814 -0.06512 0.0020
C -5.16746 0.94264 -0.02779 -0.0007
N -4.76763 -0.41911 -0.39800 0.0051
C -5.87854 -1.31448 -0.75222 0.0006
H -6.22639 -3.16554 -1.77218 0.0002
H -5.05619 -2.11132 -2.56877 0.0001
H -3.80529 -3.92761 -1.48021 -0.0008
H -4.64489 -3.63332 0.04608 -0.0002
H -2.37857 -2.50222 -0.21427 -0.0266
H -2.00945 1.85448 0.78859 0.0003
H -3.21838 1.07778 1.79113 0.0015
H -3.62781 2.00251 -1.09255 -0.0003
H -4.23780 2.83465 0.33864 0.0014
H -5.95621 1.25666 -0.70928 0.0002
H -5.59287 0.92473 0.98020 0.0003
H -6.60669 -0.71218 -1.29229 0.0003
H -6.36270 -1.67232 0.16139 0.0001